Formula: C69H146F12N8O12S4
Source: the OMol25 dataset
Level of theory: wB97M-V/def2-TZVPD

Calculated values
Charge: +4
ΔE to the lowest compared entry with this formula, charge and spin (kJ/mol): 0.0
Highest occupied orbital energy (eV): -14.332

Last column: Löwdin charge in e.
Element x y z (Å)
C1 4.334 2.031 -1.530  -0.054
C2 3.588 3.444 -1.834  -0.173
C3 3.367 3.541 -3.377  -0.058
N1 2.960 5.068 -3.808  -0.171
C4 3.969 6.176 -3.213  0.050
C5 3.018 5.193 -5.359  -0.142
C6 1.808 4.474 -5.852  -0.175
C7 0.734 5.147 -4.972  -0.105
C8 1.454 5.398 -3.585  -0.039
H1 4.407 1.767 -0.474  0.049
H2 5.287 2.082 -2.057  0.072
H3 3.733 1.245 -1.986  0.050
H4 4.230 4.293 -1.598  0.079
H5 2.726 3.614 -1.189  0.100
H6 2.709 2.775 -3.788  0.118
H7 4.326 3.452 -3.887  0.118
H8 3.813 7.182 -3.604  0.109
H9 5.000 5.852 -3.069  0.101
H10 3.616 6.235 -2.184  0.084
H11 3.030 6.229 -5.698  0.140
H12 4.010 4.831 -5.630  0.130
H13 1.784 4.573 -6.937  0.128
H14 1.900 3.397 -5.709  0.095
H15 0.495 6.032 -5.561  0.125
H16 -0.166 4.542 -4.863  0.075
H17 1.315 6.424 -3.241  0.140
H18 1.037 4.654 -2.906  0.086
C9 -10.349 -3.038 -0.797  -0.076
C10 -9.101 -3.941 -1.026  -0.198
C11 -8.209 -3.768 0.233  -0.098
N2 -6.891 -4.696 0.246  -0.191
C12 -7.362 -6.162 0.320  0.044
C13 -6.117 -4.201 1.505  -0.098
C14 -4.623 -4.539 1.378  -0.125
C15 -4.481 -5.046 -0.046  -0.165
C16 -5.724 -4.536 -0.743  -0.095
H19 -10.898 -2.800 -1.708  0.086
H20 -10.014 -2.076 -0.410  0.072
H21 -10.934 -3.417 0.041  0.083
H22 -8.518 -3.815 -1.938  0.098
H23 -9.495 -4.955 -0.947  0.098
H24 -8.724 -3.721 1.192  0.136
H25 -7.779 -2.767 0.240  0.118
H26 -7.582 -6.594 -0.656  0.110
H27 -8.252 -6.214 0.947  0.109
H28 -6.497 -6.630 0.790  0.098
H29 -6.654 -4.400 2.433  0.139
H30 -6.236 -3.125 1.636  0.123
H31 -4.254 -5.380 1.965  0.117
H32 -4.044 -3.630 1.538  0.106
H33 -4.446 -6.129 -0.162  0.116
H34 -3.557 -4.735 -0.533  0.094
H35 -6.040 -4.992 -1.682  0.130
H36 -5.598 -3.465 -0.899  0.129
C17 3.904 -3.723 7.898  -0.062
C18 3.416 -4.480 6.642  -0.235
C19 1.918 -4.498 6.552  -0.141
N3 1.251 -5.320 5.458  -0.221
C20 1.594 -6.876 5.522  0.079
C21 1.400 -4.685 3.984  -0.021
C22 0.355 -3.545 4.028  -0.137
C23 -0.760 -3.996 5.019  -0.137
C24 -0.237 -5.228 5.716  -0.128
H37 3.807 -2.683 7.584  0.054
H38 4.964 -3.828 8.130  0.086
H39 3.256 -3.915 8.754  0.086
H40 3.932 -5.433 6.526  0.113
H41 3.747 -4.009 5.716  0.102
H42 1.561 -3.473 6.642  0.145
H43 1.539 -5.101 7.377  0.128
H44 2.650 -7.014 5.289  0.102
H45 0.983 -7.294 4.721  0.100
H46 1.253 -7.193 6.508  0.111
H47 1.153 -5.351 3.158  0.133
H48 2.458 -4.465 3.845  0.103
H49 -0.070 -3.409 3.034  0.098
H50 0.628 -2.509 4.229  0.079
H51 -1.672 -4.261 4.484  0.111
H52 -1.168 -3.102 5.491  0.107
H53 -0.642 -6.141 5.280  0.127
H54 -0.418 -5.338 6.785  0.138
C25 0.076 4.603 4.386  -0.088
C26 -1.235 5.199 4.919  -0.199
C27 -1.684 4.797 6.392  -0.069
N4 -2.165 6.027 7.233  -0.239
C28 -3.457 6.611 6.595  0.036
C29 -2.530 5.519 8.626  -0.105
C30 -2.077 6.532 9.730  -0.102
C31 -1.627 7.741 8.899  -0.144
C32 -1.174 7.194 7.509  -0.065
H55 0.828 5.222 4.875  0.071
H56 0.007 4.978 3.365  0.091
H57 0.229 3.540 4.571  0.059
H58 -2.096 5.101 4.258  0.115
H59 -0.988 6.260 4.885  0.097
H60 -0.916 4.410 7.061  0.116
H61 -2.443 4.015 6.416  0.129
H62 -3.262 7.095 5.638  0.104
H63 -4.161 7.184 7.199  0.117
H64 -3.990 5.699 6.329  0.102
H65 -3.573 5.217 8.727  0.136
H66 -2.034 4.550 8.685  0.114
H67 -2.890 6.734 10.428  0.127
H68 -1.177 6.130 10.195  0.119
H69 -2.395 8.479 8.664  0.114
H70 -0.888 8.364 9.403  0.125
H71 -1.137 7.828 6.623  0.128
H72 -0.195 6.730 7.633  0.128
C33 1.057 2.148 1.351  -0.081
C34 0.166 0.983 1.021  -0.245
C35 0.626 0.129 -0.138  -0.082
N5 -0.322 -1.007 -0.669  -0.185
C36 -1.592 -0.437 -1.269  0.045
C37 -0.705 -2.048 0.421  -0.066
C38 -1.240 -3.307 -0.391  -0.145
C39 -0.379 -3.381 -1.606  -0.136
C40 0.406 -2.036 -1.649  -0.059
H73 0.805 3.059 0.808  0.063
H74 2.093 1.833 1.228  0.065
H75 0.788 2.356 2.386  0.056
H76 -0.823 1.422 0.888  0.100
H77 0.219 0.447 1.969  0.104
H78 1.498 -0.346 0.310  0.114
H79 0.752 0.850 -0.946  0.111
H80 -1.371 0.522 -1.737  0.076
H81 -2.197 -0.128 -0.417  0.095
H82 -2.042 -1.108 -2.001  0.092
H83 -1.238 -1.550 1.230  0.101
H84 0.287 -2.209 0.844  0.085
H85 -2.292 -3.156 -0.635  0.093
H86 -1.195 -4.226 0.194  0.117
H87 -1.085 -3.449 -2.434  0.119
H88 0.326 -4.190 -1.418  0.121
H89 0.292 -1.543 -2.614  0.111
H90 1.492 -2.066 -1.566  0.106
C41 6.705 -4.206 -7.675  -0.084
C42 6.275 -3.261 -6.626  -0.269
C43 5.229 -3.869 -5.697  -0.080
N6 4.942 -3.002 -4.423  -0.199
C44 3.843 -3.566 -3.482  0.027
C45 6.110 -2.760 -3.490  -0.097
C46 5.912 -1.404 -2.800  -0.137
C47 5.382 -0.545 -3.890  -0.193
C48 4.573 -1.505 -4.699  -0.084
H91 7.239 -5.080 -7.303  0.094
H92 7.378 -3.581 -8.262  0.097
H93 5.811 -4.580 -8.175  0.095
H94 5.871 -2.380 -7.124  0.112
H95 7.051 -3.017 -5.899  0.108
H96 5.654 -4.825 -5.388  0.142
H97 4.245 -4.034 -6.136  0.138
H98 4.131 -4.588 -3.237  0.112
H99 2.935 -3.711 -4.067  0.102
H100 3.699 -3.005 -2.558  0.074
H101 6.311 -3.619 -2.850  0.145
H102 7.057 -2.670 -4.022  0.126
H103 5.156 -1.342 -2.018  0.103
H104 6.793 -0.801 -2.580  0.135
H105 4.669 0.253 -3.680  0.092
H106 6.107 -0.017 -4.509  0.130
H107 3.488 -1.495 -4.595  0.129
H108 4.901 -1.448 -5.737  0.107
C49 1.117 0.117 5.486  -0.067
C50 2.364 0.730 6.093  -0.233
C51 3.615 0.449 5.233  -0.090
N7 4.391 1.776 5.131  -0.209
C52 5.067 2.269 6.434  0.048
C53 3.500 2.901 4.440  -0.059
C54 4.320 3.382 3.199  -0.136
C55 4.937 2.094 2.784  -0.178
C56 5.535 1.634 4.075  -0.099
H109 1.293 -0.904 5.147  0.052
H110 0.944 0.716 4.592  0.067
H111 0.300 0.136 6.208  0.096
H112 2.581 0.273 7.059  0.110
H113 2.159 1.771 6.346  0.105
H114 3.329 0.318 4.189  0.092
H115 4.212 -0.374 5.626  0.141
H116 5.513 3.228 6.171  0.111
H117 5.791 1.479 6.631  0.110
H118 4.449 2.271 7.331  0.105
H119 3.250 3.635 5.206  0.122
H120 2.507 2.579 4.128  0.095
H121 4.973 4.221 3.439  0.129
H122 3.598 3.768 2.478  0.117
H123 5.746 2.221 2.064  0.142
H124 4.161 1.393 2.478  0.089
H125 6.349 2.280 4.403  0.133
H126 5.943 0.623 4.097  0.132
C57 -1.232 2.174 -4.754  -0.066
C58 -1.439 0.910 -5.651  -0.190
C59 -1.557 1.385 -7.076  -0.183
N8 -1.997 0.475 -8.172  -0.228
C60 -3.513 0.279 -8.096  -0.095
C61 -3.997 -0.484 -9.362  -0.133
C62 -3.554 0.285 -10.633  -0.169
C63 -2.037 0.364 -10.662  -0.204
C64 -1.650 1.187 -9.547  -0.103
C65 -1.342 -0.859 -7.838  0.050
H127 -1.644 3.144 -5.034  0.080
H128 -0.198 2.335 -4.451  0.053
H129 -1.765 1.867 -3.854  0.066
H130 -2.404 0.447 -5.449  0.101
H131 -0.656 0.156 -5.573  0.100
H132 -0.692 1.858 -7.542  0.126
H133 -2.400 2.075 -7.051  0.135
H134 -4.001 1.249 -8.185  0.137
H135 -3.901 -0.123 -7.160  0.104
H136 -5.083 -0.501 -9.267  0.129
H137 -3.631 -1.510 -9.359  0.115
H138 -3.964 1.291 -10.548  0.118
H139 -3.991 -0.106 -11.551  0.125
H140 -1.833 0.869 -11.607  0.137
H141 -1.563 -0.609 -10.789  0.127
H142 -2.112 2.170 -9.639  0.150
H143 -0.591 1.447 -9.548  0.130
H144 -1.896 -1.329 -7.025  0.112
H145 -0.318 -0.591 -7.579  0.106
H146 -1.522 -1.405 -8.764  0.095
C66 -3.347 1.118 3.719  -0.649
F1 -2.153 1.570 3.480  0.126
F2 -3.785 1.354 4.958  0.123
F3 -4.069 1.853 2.830  0.090
S1 -3.579 -0.779 3.261  0.506
O1 -4.881 -1.122 3.809  -0.330
O2 -3.525 -0.710 1.768  -0.373
O3 -2.523 -1.547 3.933  -0.367
C67 4.048 -1.408 2.015  -0.646
F4 4.308 -0.486 1.064  0.090
F5 5.036 -1.402 2.800  0.194
F6 2.919 -1.128 2.742  0.066
S2 3.777 -3.162 1.140  0.484
O4 4.354 -3.095 -0.214  -0.361
O5 4.504 -4.111 1.897  -0.293
O6 2.310 -3.340 1.054  -0.358
C68 -6.435 -2.419 -3.865  -0.569
F7 -7.488 -2.019 -4.612  0.126
F8 -6.555 -2.139 -2.532  0.078
F9 -6.411 -3.767 -3.938  0.087
S3 -4.742 -1.682 -4.573  0.505
O7 -4.636 -2.124 -6.011  -0.374
O8 -4.942 -0.243 -4.478  -0.351
O9 -3.706 -2.148 -3.655  -0.376
C69 -2.687 3.496 -0.262  -0.639
F10 -2.298 3.221 1.006  0.084
F11 -3.364 2.442 -0.678  0.157
F12 -3.466 4.568 -0.185  0.144
S4 -1.190 4.022 -1.352  0.490
O10 -1.791 4.718 -2.500  -0.320
O11 -0.499 4.946 -0.478  -0.342
O12 -0.392 2.816 -1.701  -0.380


Formula: C4H13NO3
Source: the OMol25 dataset
Level of theory: wB97M-V/def2-TZVPD

Calculated values
ΔE to the lowest compared entry with this formula, charge and spin (kJ/mol): 813.1
Highest occupied orbital energy (eV): -7.927

Last column: natural (NBO) charge in e.
Element x y z (Å)
C1 -2.833 -0.962 0.337  -0.655
C2 -2.083 0.298 -0.130  0.079
C3 -2.738 1.115 -1.053  -0.086
C4 -0.413 1.839 0.342  -0.499
N1 -0.895 0.451 0.382  -0.086
H1 -2.351 -1.882 0.105  0.264
H2 -2.948 -1.021 1.424  0.241
H3 -3.876 -1.019 0.066  0.220
H4 -3.765 0.842 -1.160  0.209
H5 -2.407 1.967 -1.582  0.216
H6 -1.186 2.604 0.464  0.199
H7 0.278 1.876 1.291  0.274
H8 3.724 1.305 0.719  0.452
H9 3.196 0.334 -0.376  0.517
O1 3.252 1.362 -0.116  -1.026
H10 3.827 -1.694 -0.017  0.433
H11 0.358 -1.520 0.469  0.443
O2 3.077 -1.393 -0.477  -1.017
H12 1.819 -1.960 0.127  0.499
H13 0.029 1.968 -0.686  0.280
O3 0.917 -2.305 0.531  -0.958